1.
13
Properties=species:S:1:pos:R:3 method="wB97M-V/def2-TZVPD" lumo_ev=0.16 orbital_gap_ev=9.75 max_force_ha_per_bohr=0.056 spin_multiplicity=1 molar_mass_da=147.02 smiles="BrCC=C1CC1"
Br 4.1423 0.0334 -0.0340
C -1.7524 -0.8256 0.2450
C -1.5806 0.7397 0.3781
C -0.4047 -0.1755 0.2102
C 0.8484 -0.4727 -0.0781
C 2.0375 0.4739 -0.2957
H -2.1457 -1.5837 0.8849
H -2.1278 -1.0053 -0.7395
H -1.9231 1.1446 -0.5270
H 0.9701 -1.5753 -0.1646
H 1.8172 0.5593 -1.4147
H 1.8839 1.3977 0.2308
H -1.7653 1.2894 1.3048


2.
17
Properties=species:S:1:pos:R:3 method="wB97M-V/def2-TZVPD" lumo_ev=-0.12 orbital_gap_ev=8.15 max_force_ha_per_bohr=0.103 spin_multiplicity=1 molar_mass_da=334.84 smiles="CCN1N[C@@H](Br)C(Br)=C1Br"
Br -1.6061 2.5394 0.6050
Br -3.8378 -0.3646 -0.0103
Br -0.6403 -2.6399 0.8293
N 0.0818 -0.5590 -1.3103
N 0.2593 0.7269 -0.8128
C -1.0733 -1.2248 -0.9741
C -1.3924 0.8866 -0.1395
C 1.3392 1.0962 0.1276
C 1.5497 0.0372 1.2055
C -2.0071 -0.3027 -0.3352
H 1.4484 -0.9947 0.6983
H 1.1345 2.1245 0.4266
H 0.6811 -0.7802 -2.0084
H -1.5494 -2.0365 -1.5929
H 0.8292 0.0245 1.9486
H 2.4854 0.2163 1.7329
H 2.2978 1.2508 -0.3902